(1)
C48H50InN9O4P2S3 | ωB97M-V with the def2-TZVPD basis set

Each line ends with the Löwdin charge.
Element x y z (Å)
In1 -1.962 0.450 0.075  0.639
O1 -3.355 1.488 1.502  -0.227
N1 -2.835 2.331 2.393  -0.182
C1 -3.605 2.547 3.498  -0.002
C2 -3.234 3.432 4.444  -0.056
C3 -2.072 4.182 4.294  -0.033
C4 -1.252 3.895 3.214  -0.081
C5 -1.619 2.940 2.268  -0.629
S1 -0.604 2.599 0.901  0.691
H1 -4.591 2.019 3.466  0.165
H2 -3.850 3.529 5.264  0.091
H3 -1.818 4.974 4.965  0.110
H4 -0.318 4.416 3.062  0.111
N2 -3.333 -0.779 -1.255  -0.005
C6 -3.108 -2.215 -1.507  -0.209
C7 -1.600 -2.584 -1.546  -0.189
C8 -0.766 -1.793 -2.545  -0.177
C9 0.419 -1.125 -1.869  -0.200
N3 0.002 -0.047 -0.942  -0.003
H5 -4.222 -0.749 -0.766  0.111
H6 -3.476 -0.312 -2.161  0.096
H7 -3.518 -2.488 -2.535  0.145
H8 -3.644 -2.820 -0.763  0.118
H9 -1.565 -3.668 -1.789  0.129
H10 -1.176 -2.464 -0.556  0.069
H11 -1.356 -1.010 -3.028  0.093
H12 -0.429 -2.384 -3.388  0.120
H13 1.083 -0.725 -2.615  0.104
H14 0.922 -1.846 -1.280  0.068
H15 0.261 0.790 -1.368  0.000
H16 0.620 -0.133 -0.133  -0.023
S2 -3.644 -3.010 2.912  0.569
C10 -2.727 -1.968 2.072  -0.958
N4 -2.081 -1.263 1.419  0.010
C11 3.481 0.888 -4.092  -0.003
C12 2.216 1.653 -3.878  -0.409
N5 1.693 1.924 -2.712  0.087
C13 0.631 2.721 -2.969  -0.191
C14 0.462 2.908 -4.292  -0.090
N6 1.479 2.205 -4.866  0.111
H17 3.541 0.064 -3.391  0.072
H18 4.330 1.541 -4.057  0.075
H19 3.415 0.386 -5.061  0.081
H20 0.068 3.146 -2.146  0.090
H21 -0.242 3.563 -4.759  0.120
H22 1.568 2.150 -5.877  0.173
O2 -3.334 5.013 -8.573  -0.353
S3 -4.314 3.978 -8.349  0.370
O3 -3.756 2.667 -8.073  -0.378
O4 -5.399 4.007 -9.281  -0.344
C15 -4.998 4.514 -6.734  -0.332
N7 -5.756 5.619 -6.633  0.138
C16 -6.075 6.012 -5.397  -0.109
C17 -5.571 5.404 -4.262  -0.003
C18 -4.767 4.311 -4.510  -0.225
N8 -4.532 3.843 -5.715  0.145
C19 -4.018 3.573 -3.421  -0.098
C20 -4.130 3.797 -2.079  0.000
C21 -3.474 3.038 -1.152  -0.112
N9 -2.647 2.056 -1.508  -0.039
C22 -2.418 1.883 -2.803  -0.157
C23 -3.120 2.558 -3.789  0.038
H23 -6.743 6.859 -5.399  0.108
H24 -5.755 5.832 -3.272  0.107
H25 -4.868 4.545 -1.716  0.129
H26 -3.659 3.116 -0.085  0.104
H27 -1.773 1.069 -3.062  0.090
H28 -2.929 2.296 -4.818  0.125
C24 1.416 -2.625 2.152  -0.520
P1 1.133 -0.760 2.161  1.035
C25 2.886 0.006 2.433  -0.371
C26 3.328 0.788 1.394  -0.119
C27 4.614 1.325 1.441  -0.073
C28 5.412 0.992 2.508  -0.086
C29 4.970 0.192 3.560  -0.070
C30 3.670 -0.300 3.548  -0.094
C31 0.333 -0.500 3.796  -0.381
C32 0.579 0.663 4.574  -0.094
C33 -0.104 0.858 5.763  -0.104
C34 -1.076 -0.037 6.171  -0.100
C35 -1.306 -1.179 5.418  -0.075
C36 -0.579 -1.430 4.244  -0.142
P2 2.674 -3.091 0.877  1.035
C37 2.366 -4.904 0.927  -0.390
C38 1.095 -5.440 0.729  -0.100
C39 0.904 -6.816 0.721  -0.083
C40 1.977 -7.682 0.865  -0.087
C41 3.233 -7.134 1.108  -0.073
C42 3.414 -5.767 1.076  -0.120
C43 4.273 -3.037 1.859  -0.393
C44 5.422 -2.459 1.297  -0.104
C45 6.626 -2.601 1.923  -0.111
C46 6.744 -3.302 3.080  -0.078
C47 5.590 -3.810 3.696  -0.066
C48 4.359 -3.707 3.075  -0.125
H29 0.436 -3.063 1.816  0.038
H30 1.615 -2.978 3.141  0.036
H31 2.589 1.092 0.602  0.100
H32 4.896 1.977 0.660  0.094
H33 6.406 1.329 2.547  0.090
H34 5.629 -0.115 4.350  0.104
H35 3.243 -0.950 4.309  0.115
H36 1.312 1.357 4.140  0.106
H37 0.114 1.771 6.364  0.116
H38 -1.658 0.191 7.066  0.105
H39 -2.030 -1.977 5.727  0.115
H40 -0.745 -2.354 3.747  0.062
H41 0.240 -4.847 0.668  0.067
H42 -0.099 -7.216 0.554  0.109
H43 1.794 -8.748 0.851  0.102
H44 4.097 -7.821 1.215  0.117
H45 4.394 -5.318 1.183  0.098
H46 5.307 -1.826 0.418  0.105
H47 7.511 -2.173 1.493  0.106
H48 7.704 -3.395 3.603  0.113
H49 5.630 -4.428 4.553  0.093
H50 3.514 -4.102 3.623  0.113

=====

(2)
C48H52FN3O7PSY | ωB97M-V with the def2-TZVPD basis set

Each line ends with the Löwdin charge.
Element x y z (Å)
Y1 0.005 0.256 0.337  1.605
C1 -0.474 0.367 2.849  -0.166
C2 -1.725 0.643 2.190  -0.245
C3 -1.750 2.077 1.989  -0.155
C4 -0.546 2.588 2.502  -0.035
C5 0.237 1.574 3.057  -0.228
C6 1.419 1.792 3.982  -0.552
C7 0.852 1.927 5.407  -0.037
C8 2.166 3.080 3.631  -0.043
C9 2.402 0.632 3.955  -0.045
C10 -2.781 3.073 1.457  -0.520
C11 -3.792 2.490 0.473  -0.052
C12 -2.057 4.250 0.768  -0.059
C13 -3.551 3.659 2.656  -0.035
C14 -2.822 -0.444 2.141  -0.527
C15 -3.366 -0.746 0.735  -0.037
C16 -2.289 -1.787 2.670  -0.064
C17 -3.980 -0.042 3.063  -0.035
H1 -0.195 -0.594 3.253  0.093
H2 -0.278 3.633 2.486  0.111
H3 0.148 2.759 5.466  0.088
H4 1.657 2.103 6.124  0.084
H5 0.325 1.016 5.699  0.087
H6 1.527 3.958 3.737  0.081
H7 2.543 3.055 2.606  0.065
H8 3.020 3.210 4.300  0.090
H9 1.925 -0.322 4.187  0.083
H10 3.199 0.795 4.685  0.096
H11 2.876 0.555 2.977  0.049
H12 -3.306 1.970 -0.356  0.077
H13 -4.397 3.296 0.053  0.090
H14 -4.477 1.794 0.953  0.061
H15 -1.234 3.914 0.138  0.064
H16 -1.638 4.942 1.500  0.081
H17 -2.762 4.820 0.159  0.087
H18 -4.117 2.892 3.188  0.071
H19 -4.253 4.425 2.316  0.089
H20 -2.858 4.116 3.361  0.086
H21 -2.573 -1.033 0.039  0.055
H22 -3.899 0.085 0.283  0.055
H23 -4.055 -1.592 0.781  0.094
H24 -1.441 -2.162 2.088  0.067
H25 -3.079 -2.536 2.592  0.089
H26 -1.990 -1.726 3.717  0.090
H27 -4.491 0.852 2.710  0.054
H28 -3.611 0.159 4.070  0.098
H29 -4.719 -0.846 3.119  0.089
C18 6.231 2.273 0.565  -0.067
C19 6.554 0.923 0.463  -0.068
C20 5.549 -0.027 0.447  -0.104
C21 4.210 0.361 0.554  -0.390
C22 3.896 1.714 0.619  -0.105
C23 4.906 2.668 0.631  -0.061
P1 2.849 -0.825 0.483  1.083
C24 3.264 -1.824 -0.986  -0.348
C25 3.979 -1.239 -2.030  -0.086
C26 4.312 -1.983 -3.153  -0.075
C27 3.917 -3.309 -3.254  -0.088
C28 3.177 -3.889 -2.231  -0.084
C29 2.851 -3.153 -1.100  -0.095
C30 2.944 -1.978 1.894  -0.367
C31 4.043 -2.112 2.741  -0.081
C32 3.988 -2.965 3.833  -0.070
C33 2.840 -3.701 4.091  -0.076
C34 1.743 -3.580 3.253  -0.070
C35 1.795 -2.720 2.165  -0.127
H30 7.018 3.016 0.568  0.107
H31 7.588 0.616 0.380  0.107
H32 5.802 -1.072 0.315  0.115
H33 2.860 2.034 0.641  0.079
H34 4.648 3.717 0.678  0.112
H35 4.286 -0.200 -1.967  0.110
H36 4.871 -1.518 -3.954  0.115
H37 4.175 -3.885 -4.133  0.112
H38 2.862 -4.922 -2.307  0.107
H39 2.288 -3.620 -0.304  0.096
H40 4.932 -1.523 2.580  0.098
H41 4.845 -3.048 4.488  0.107
H42 2.799 -4.361 4.948  0.105
H43 0.841 -4.146 3.446  0.108
H44 0.928 -2.641 1.516  0.069
O1 2.882 3.516 -4.296  -0.286
S1 1.888 2.490 -4.160  0.641
O2 1.910 1.381 -5.067  -0.279
N1 1.850 1.939 -2.608  0.010
C36 0.743 2.285 -2.018  -0.483
O3 0.526 1.994 -0.785  -0.194
C37 -0.251 3.017 -2.866  -0.120
C38 -1.543 3.427 -2.594  0.002
C39 -2.261 4.058 -3.604  -0.055
C40 -1.705 4.267 -4.861  -0.060
C41 -0.413 3.836 -5.145  -0.023
C42 0.278 3.218 -4.128  -0.214
H45 -1.997 3.260 -1.629  0.078
H46 -3.274 4.386 -3.413  0.107
H47 -2.289 4.758 -5.628  0.108
H48 0.027 3.972 -6.124  0.125
F1 2.614 -1.377 -5.693  0.098
C43 1.329 -1.592 -5.421  -0.196
C44 0.906 -1.898 -4.196  0.065
N2 -0.432 -2.153 -3.934  0.012
C45 -0.811 -2.630 -2.624  -0.026
C46 -0.595 -1.598 -1.546  -0.619
O4 -0.888 -0.395 -1.757  -0.052
O5 -0.146 -1.963 -0.412  -0.140
C47 -1.395 -2.104 -4.921  -0.463
O6 -2.565 -2.368 -4.731  0.080
N3 -0.918 -1.746 -6.164  0.222
C48 0.397 -1.488 -6.547  -0.389
O7 0.692 -1.242 -7.690  0.115
H49 1.580 -1.961 -3.352  0.122
H50 -0.293 -3.554 -2.370  0.141
H51 -1.886 -2.822 -2.662  0.143
H52 -1.617 -1.703 -6.894  0.170

=====

Number 1: molecular weight 1089.95 g mol⁻¹, maximum force 0.0533 hartree/bohr, Kohn-Sham gap 0.240 hartree. Number 2: molecular weight 953.90 g mol⁻¹, maximum force 0.0158 hartree/bohr, Kohn-Sham gap 0.308 hartree.